The molecule C20H32ClN3O2S, computed with ωB97M-V/def2-TZVPD.

ORCA input file:
```
! RIJCOSX wB97M-V def2-TZVPD def2/J DEFGRID3
* xyz 0 1
C -6.278 5.651 -0.566
C -4.767 5.473 -0.634
C -4.343 4.013 -0.536
C -2.833 3.822 -0.584
C -2.412 2.357 -0.525
C -0.967 2.191 -0.090
N -0.593 0.787 -0.067
C 0.701 0.397 0.010
O 1.632 1.175 -0.061
C 0.888 -1.111 0.241
C 1.045 -1.298 1.741
C 2.168 -0.788 2.379
C 2.329 -0.923 3.753
C 3.551 -0.366 4.433
C 1.343 -1.576 4.487
C 0.226 -2.078 3.843
Cl -0.999 -2.896 4.769
C 0.063 -1.949 2.474
N 2.034 -1.631 -0.482
C 2.213 -3.050 -0.175
C 3.225 -3.784 -1.057
C 2.604 -4.517 -2.243
S 2.036 -3.508 -3.589
N 3.336 -3.016 -4.204
O 1.040 -4.243 -4.347
C 1.138 -2.170 -2.793
C 2.032 -1.300 -1.902
H -6.562 6.702 -0.638
H -6.771 5.116 -1.381
H -6.676 5.262 0.373
H -4.386 5.895 -1.568
H -4.292 6.038 0.174
H -4.729 3.584 0.395
H -4.811 3.446 -1.349
H -2.426 4.287 -1.486
H -2.387 4.358 0.262
H -3.058 1.829 0.187
H -2.562 1.880 -1.498
H -0.289 2.705 -0.772
H -0.818 2.637 0.899
H -1.313 0.105 0.102
H -0.044 -1.625 -0.061
H 2.916 -0.278 1.784
H 3.513 -0.524 5.509
H 4.456 -0.840 4.051
H 3.641 0.705 4.247
H 1.441 -1.695 5.558
H -0.814 -2.362 1.992
H 2.530 -3.119 0.865
H 1.249 -3.590 -0.231
H 4.022 -3.118 -1.390
H 3.702 -4.549 -0.443
H 3.321 -5.181 -2.726
H 1.736 -5.104 -1.937
H 3.172 -2.399 -4.995
H 0.746 -1.609 -3.644
H 0.286 -2.609 -2.272
H 1.741 -0.257 -2.000
H 3.051 -1.354 -2.286
*
```

Summary:
Maximum force, eV/A: 0.11
ΔE to the lowest compared entry with this formula, charge and spin, kJ/mol: 4.0
HOMO energy, eV: -9.0

Here are the Mulliken charges for atoms 1 to 2, given in e: C -1.280; C -0.356



A cluster of 2 separate species, C20H32ClN7O2 in total, computed with ωB97M-V/def2-TZVPD.

ORCA input file:
```
! RIJCOSX wB97M-V def2-TZVPD def2/J DEFGRID3
* xyz 0 1
O 4.931 4.587 -0.274
O 0.828 2.304 0.575
Cl -0.999 -3.371 7.249
N -2.892 -2.007 -0.632
N -1.158 -0.444 -0.227
C 4.154 4.082 -1.068
C 0.812 2.534 -0.632
C -2.027 -1.128 -0.983
C -1.173 -0.768 1.009
C -2.408 -2.091 5.292
C -0.431 -3.277 4.575
C -2.646 -1.689 3.971
C -0.673 -2.875 3.253
C -1.300 -2.886 5.599
C -1.787 -2.083 2.938
N -1.921 -0.914 -2.294
N -0.268 -0.090 1.733
N -0.367 2.718 -1.236
N -2.014 -1.677 1.612
N 3.150 3.320 -0.637
C 4.333 4.338 -2.552
C -0.635 3.159 -2.605
C -4.449 -1.791 1.167
C -3.020 -3.831 0.909
C 2.210 -0.826 -3.372
C -3.059 -2.304 0.786
C 2.909 0.291 -0.581
C 1.699 0.504 -2.805
C 2.658 1.189 -1.808
C 2.135 2.601 -1.425
H -3.081 -1.782 6.087
H 0.433 -3.892 4.809
H -3.497 -1.056 3.745
H 0.002 -3.174 2.458
H -0.994 -0.591 -2.527
H -2.304 -1.691 -2.813
H -0.488 -0.030 2.716
H 0.080 0.745 1.261
H -1.166 2.532 -0.646
H 3.086 3.220 0.366
H 4.490 3.395 -3.070
H 5.206 4.974 -2.690
H 3.454 4.846 -2.942
H -0.042 4.043 -2.847
H -0.416 2.361 -3.315
H -1.691 3.420 -2.699
H -4.745 -2.159 2.153
H -4.458 -0.697 1.179
H -5.192 -2.135 0.441
H -3.748 -4.285 0.231
H -2.024 -4.202 0.649
H -3.256 -4.148 1.929
H 1.524 -1.174 -4.145
H 2.257 -1.582 -2.588
H 3.199 -0.690 -3.810
H 1.964 -0.004 -0.124
H 3.511 0.817 0.160
H 3.452 -0.606 -0.874
H 0.738 0.323 -2.325
H 1.542 1.178 -3.648
H 3.615 1.319 -2.316
H 1.956 3.155 -2.344
*
```

Summary:
Maximum force, eV/A: 2.21
HOMO energy, eV: -8.1

Here are the Mulliken charges for atoms 1 to 2, given in e: O -0.683; O -0.873



A structure of composition C20H32FO11V, computed with ωB97M-V/def2-TZVPD.

ORCA input file:
```
! RIJCOSX wB97M-V def2-TZVPD def2/J DEFGRID3
* xyz 1 2
O -1.762 -1.140 -1.316
V -1.248 0.277 -1.848
F 0.380 0.297 -0.571
O -1.786 -0.790 2.995
C -1.222 -1.676 2.404
O -1.823 -2.536 1.553
C -3.197 -2.341 1.272
C -4.201 -2.823 2.272
C 0.242 -1.968 2.584
H -3.302 -2.973 0.382
H -3.371 -1.336 0.873
H -3.997 -3.867 2.504
H -5.187 -2.594 1.868
H -4.148 -2.247 3.199
H 0.792 -1.355 1.868
H 0.422 -3.026 2.426
H 0.485 -1.631 3.588
O -0.460 2.170 -2.531
C 0.407 2.993 -2.248
O 1.111 3.563 -3.183
C 2.060 4.532 -2.659
C 2.045 4.263 -1.158
C 0.815 3.429 -0.858
H 1.749 5.543 -2.909
H 3.069 4.342 -3.009
H 2.125 5.209 -0.623
H 2.954 3.707 -0.928
H 0.088 4.050 -0.336
H 1.059 2.565 -0.241
O -2.216 1.264 -0.242
C -2.906 1.961 0.485
O -4.201 2.007 0.266
C -4.887 2.915 1.186
C -3.729 3.695 1.834
C -2.539 2.743 1.709
H -5.451 2.243 1.829
H -5.502 3.532 0.538
H -3.924 4.053 2.842
H -3.506 4.593 1.256
H -2.440 2.020 2.522
H -1.610 3.278 1.530
O 3.281 -4.013 -0.136
C 2.119 -4.199 -0.380
O 1.491 -5.267 0.146
C 0.077 -5.042 0.093
C -0.093 -4.211 -1.164
C 1.150 -3.319 -1.142
H -0.246 -4.511 0.989
H -0.494 -5.968 0.056
H -1.071 -3.724 -1.160
H -0.140 -4.863 -2.038
H 0.973 -2.358 -0.661
H 1.536 -3.231 -2.158
O 5.242 -0.100 -3.521
C 4.721 -0.082 -2.447
O 4.888 -1.102 -1.585
C 4.197 -0.865 -0.373
C 4.021 0.660 -0.288
C 3.906 1.000 -1.768
H 4.738 -1.273 0.477
H 3.214 -1.340 -0.417
H 4.939 1.051 0.153
H 3.164 0.925 0.328
H 4.312 1.987 -1.987
H 2.886 0.903 -2.145
*
```

Summary:
Maximum force, eV/A: 6.37
ΔE to the lowest compared entry with this formula, charge and spin, kJ/mol: 105.3
HOMO energy (alpha / beta), eV: -12.0 / -12.0

Here are the Mulliken charges for atoms 1 to 2, given in e: O -0.428; V 1.354



A structure of composition C20H32GaO19S, computed with ωB97M-V/def2-TZVPD.

ORCA input file:
```
! RIJCOSX wB97M-V def2-TZVPD def2/J DEFGRID3
* xyz -1 1
O 3.444 3.120 1.250
C 3.134 4.502 1.101
C 2.083 4.745 0.014
Ga 0.445 3.611 0.605
S -1.266 5.153 1.028
H 2.784 2.712 1.829
H 4.067 5.050 0.931
H 2.685 4.860 2.036
H 1.860 5.816 0.034
H 2.424 4.400 -0.966
H 0.724 2.888 1.961
H 0.071 2.544 -0.513
H -0.747 5.849 2.060
C -0.295 -1.990 -2.090
C 0.557 -0.793 -2.442
O -0.233 0.296 -1.972
C -1.053 -0.167 -1.002
O -1.711 0.517 -0.291
O -1.018 -1.530 -0.946
H 0.296 -2.872 -1.845
H -1.003 -2.243 -2.874
H 1.515 -0.786 -1.917
H 0.740 -0.704 -3.511
C -3.507 -1.934 2.308
C -3.499 -0.432 2.177
O -4.803 -0.077 2.672
C -5.224 -1.067 3.486
O -6.188 -1.010 4.184
O -4.405 -2.147 3.406
H -2.524 -2.344 2.527
H -3.909 -2.429 1.421
H -2.742 0.040 2.806
H -3.361 -0.102 1.153
C 3.944 -1.131 2.998
C 3.502 -1.131 4.441
O 2.690 0.039 4.522
C 2.237 0.319 3.264
O 1.408 1.128 3.011
O 2.866 -0.459 2.346
H 4.072 -2.137 2.599
H 4.863 -0.559 2.845
H 2.888 -2.003 4.690
H 4.333 -1.072 5.141
C -1.348 6.737 -2.808
C -1.351 5.234 -2.707
O -0.930 4.838 -4.025
C -0.236 5.862 -4.564
O 0.386 5.798 -5.580
O -0.342 6.978 -3.802
H -1.091 7.218 -1.867
H -2.298 7.138 -3.169
H -0.639 4.871 -1.972
H -2.331 4.826 -2.475
C -1.868 -3.738 -6.356
C -2.863 -2.717 -6.858
O -3.564 -2.358 -5.667
C -2.757 -2.623 -4.610
O -2.973 -2.282 -3.493
O -1.663 -3.328 -5.003
H -0.931 -3.727 -6.909
H -2.271 -4.753 -6.360
H -2.381 -1.827 -7.266
H -3.547 -3.121 -7.601
C 2.502 -5.652 4.818
C 1.549 -6.199 3.780
O 1.686 -5.261 2.711
C 2.897 -4.666 2.830
O 3.383 -3.956 2.010
O 3.479 -4.983 4.015
H 2.966 -6.428 5.422
H 2.029 -4.922 5.478
H 1.843 -7.188 3.422
H 0.520 -6.239 4.128
*
```

Summary:
Maximum force, eV/A: 0.99
ΔE to the lowest compared entry with this formula, charge and spin, kJ/mol: 20.5
HOMO energy, eV: -4.0

Here are the Mulliken charges for atoms 1 to 2, given in e: O -0.476; C -0.597